# 1
{"formula": "C3H8FN2", "method": "wB97M-V/def2-TZVPD", "e_lumo_ha": -0.1356, "multiplicity": 1, "gap_ev": 10.1067, "homo_ha": -0.507, "de_lowest_kcal_mol": 38.97, "total_charge": 1, "elements": ["C", "C", "C", "N", "N", "F", "H", "H", "H", "H", "H", "H", "H", "H"], "xyz": [[-2.382, -0.050, -0.005], [3.117, -0.099, 0.507], [2.327, 0.025, -0.564], [-2.082, 1.204, 0.149], [-1.524, -1.024, -0.012], [0.929, 0.199, -0.334], [-3.407, -0.201, 0.040], [4.078, -0.366, 0.427], [-1.650, -1.897, -0.432], [2.892, 0.128, 1.485], [2.313, -0.255, -1.639], [-2.611, 1.979, 0.431], [-1.092, 1.422, -0.033], [-0.541, -0.832, 0.202]], "mulliken_charge": [0.15, -0.73, 0.07, -0.23, -0.24, -0.28, 0.38, 0.29, 0.26, 0.28, 0.33, 0.24, 0.24, 0.25]}

***

# 2
{"formula": "C3H8FN3O5S", "method": "wB97M-V/def2-TZVPD", "smiles": "O=C(O)CNS(=O)(=O)F.NC(N)=O", "e_lumo_ha": -0.0019, "multiplicity": 1, "gap_ev": 9.7254, "homo_ha": -0.359, "elements": ["O", "C", "O", "C", "N", "S", "O", "O", "F", "H", "H", "H", "H", "C", "O", "N", "N", "H", "H", "H", "H"], "xyz": [[-0.733, 0.450, 0.764], [-1.535, -0.429, 0.710], [-2.668, -0.401, 1.445], [-1.333, -1.669, -0.168], [-0.034, -2.305, 0.111], [-0.050, -3.202, 1.495], [-0.451, -2.368, 2.563], [-0.619, -4.486, 1.290], [1.488, -3.416, 1.594], [-3.396, -0.822, 0.974], [-1.279, -1.318, -1.199], [-2.172, -2.367, -0.091], [0.212, -2.932, -0.651], [1.622, 3.513, -1.487], [1.744, 4.341, -2.371], [0.504, 2.738, -1.349], [2.599, 3.287, -0.554], [0.390, 2.051, -0.626], [-0.233, 2.882, -2.012], [3.433, 3.838, -0.621], [2.511, 2.614, 0.184]], "mulliken_charge": [-0.50, 0.54, -0.45, -0.63, -0.30, 1.16, -0.51, -0.55, -0.20, 0.33, 0.35, 0.42, 0.31, 0.52, -0.65, -0.29, -0.34, 0.25, 0.18, 0.20, 0.17]}

***

# 3
{"formula": "C3H8FNO", "method": "wB97M-V/def2-TZVPD", "smiles": "CC[C@](N)(O)F", "e_lumo_ha": 0.0319, "multiplicity": 1, "gap_ev": 11.2935, "homo_ha": -0.383, "de_lowest_kcal_mol": 15.69, "elements": ["C", "C", "C", "N", "O", "F", "H", "H", "H", "H", "H", "H", "H", "H"], "xyz": [[-1.591, 0.127, -0.475], [-0.369, -0.775, -0.207], [0.843, 0.122, 0.089], [0.973, 0.375, 1.427], [1.017, 1.197, -0.704], [2.128, -0.713, -0.447], [-1.152, 1.002, -0.897], [-2.074, 0.479, 0.446], [-2.180, -0.510, -1.110], [-0.488, -1.421, 0.682], [-0.183, -1.400, -1.035], [1.668, 0.972, 1.750], [0.783, -0.433, 2.010], [0.627, 0.977, -1.530]], "mulliken_charge": [-0.85, -0.90, 0.98, -0.49, -0.56, -0.50, 0.30, 0.27, 0.32, 0.38, 0.33, 0.22, 0.19, 0.32]}

***

# 4
{"formula": "C3H8FNO3", "method": "wB97M-V/def2-TZVPD", "e_lumo_ha": [0.0021, 0.0021], "multiplicity": 1, "gap_ev": [10.0649, 10.0657], "homo_ha": [-0.368, -0.368], "de_lowest_kcal_mol": 212.86, "elements": ["C", "C", "C", "N", "O", "O", "O", "F", "H", "H", "H", "H", "H", "H", "H", "H"], "xyz": [[-1.039, 0.876, -0.398], [1.817, -2.259, 0.265], [-0.206, 1.898, 0.401], [1.982, 0.732, -0.399], [2.659, -1.340, -0.450], [0.873, 1.211, 0.831], [2.784, -0.089, 0.241], [2.629, 1.926, -0.769], [-1.895, 1.177, -0.777], [-0.486, 0.345, -1.221], [-1.373, 0.006, 0.370], [0.659, -2.112, -0.059], [1.932, -1.832, 1.302], [2.142, -3.206, -0.084], [-0.807, 2.180, 1.208], [-0.101, 2.662, -0.326]], "mulliken_charge": [-1.11, -0.40, -0.21, 0.29, -0.21, -0.36, -0.07, -0.21, 0.53, 0.27, 0.18, 0.13, 0.27, 0.27, 0.36, 0.26]}

***

# 5
{"formula": "C3H8HgO3", "method": "wB97M-V/def2-TZVPD", "e_lumo_ha": [-0.1839, -0.2284], "multiplicity": 2, "gap_ev": [9.4573, 8.2476], "homo_ha": [-0.531, -0.531], "de_lowest_kcal_mol": 0.00, "s2": 0.7581, "total_charge": 1, "elements": ["O", "C", "C", "O", "Hg", "H", "H", "H", "H", "O", "H", "C", "H", "H", "H"], "xyz": [[-1.023, 1.074, 0.698], [0.405, 1.180, 0.542], [0.905, -0.128, -0.034], [-2.624, 1.138, 3.873], [-2.123, 1.550, 2.129], [0.865, 1.387, 1.513], [0.607, 2.017, -0.137], [1.974, -0.031, -0.293], [0.789, -0.967, 0.674], [0.102, -0.365, -1.181], [-1.353, 0.568, -0.079], [0.329, -1.611, -1.798], [1.369, -1.687, -2.154], [0.128, -2.440, -1.100], [-0.351, -1.686, -2.654]], "lowdin_spin": [0.00, 0.00, 0.00, 0.97, 0.03, 0.00, 0.00, 0.00, 0.00, 0.00, 0.00, 0.00, 0.00, 0.00, 0.00]}

***

# 6
{"formula": "C3H8IN2O", "method": "wB97M-V/def2-TZVPD", "smiles": "C[NH2+][C@]1(N)O[C@H]1I", "e_lumo_ha": -0.1384, "multiplicity": 1, "gap_ev": 9.7735, "homo_ha": -0.498, "de_lowest_kcal_mol": 55.66, "total_charge": 1, "elements": ["C", "C", "C", "N", "N", "O", "I", "H", "H", "H", "H", "H", "H", "H", "H"], "xyz": [[0.302, -0.909, 1.459], [0.354, -0.491, 0.085], [-0.855, 1.531, -0.587], [1.420, -0.441, -0.746], [-0.859, 0.084, -0.507], [-0.142, -1.999, 0.717], [2.150, -0.892, 2.558], [-0.535, -0.430, 2.083], [-1.924, 1.897, -0.805], [-0.616, 1.887, 0.365], [-0.135, 2.013, -1.323], [1.193, -0.804, -1.696], [2.330, -0.700, -0.316], [-1.205, -0.257, -1.433], [-1.479, -0.488, 0.148]], "mulliken_charge": [-0.22, 0.10, -0.81, -0.41, -0.16, -0.47, 0.14, 0.38, 0.35, 0.37, 0.32, 0.27, 0.21, 0.42, 0.50]}

***

# 7
{"formula": "C3H8INO2", "method": "wB97M-V/def2-TZVPD", "e_lumo_ha": [0.0258, -0.1032], "multiplicity": 3, "gap_ev": [7.8405, 6.6461], "homo_ha": [-0.262, -0.347], "s2": 2.0091, "elements": ["C", "C", "C", "N", "O", "O", "I", "H", "H", "H", "H", "H", "H", "H", "H"], "xyz": [[0.302, -0.941, -1.796], [-1.063, 1.793, 0.620], [0.127, -1.437, 0.505], [-0.431, -1.289, -0.607], [1.420, -1.347, 0.852], [-0.088, 0.982, 1.199], [0.826, 1.639, 2.840], [-0.383, -0.404, -2.453], [1.187, -0.313, -1.625], [0.614, -1.854, -2.308], [-0.662, 2.749, 0.266], [-1.909, 1.984, 1.286], [-1.417, 1.214, -0.236], [-0.487, -1.718, 1.352], [1.963, -1.059, 0.106]], "lowdin_spin": [0.00, 0.05, 0.00, 0.00, 0.00, 0.63, 1.27, 0.00, 0.00, 0.00, 0.02, 0.02, 0.01, 0.00, 0.00]}

***

# 8
{"formula": "C3H8INS", "method": "wB97M-V/def2-TZVPD", "smiles": "CNSI.C=C", "e_lumo_ha": -0.0030, "multiplicity": 1, "gap_ev": 8.5341, "homo_ha": -0.317, "de_lowest_kcal_mol": 25.39, "elements": ["C", "C", "C", "N", "S", "I", "H", "H", "H", "H", "H", "H", "H", "H"], "xyz": [[0.975, 3.026, 0.240], [-0.964, -2.880, 0.288], [2.021, 2.324, -0.066], [-0.638, -1.816, -0.647], [-0.542, -0.226, -0.138], [-2.736, 0.697, 0.004], [0.557, 3.511, -0.708], [0.416, 2.970, 1.177], [-0.975, -2.116, -1.511], [-0.741, -2.571, 1.282], [-0.258, -3.719, -0.181], [-2.126, -3.179, 0.315], [2.662, 2.258, -0.949], [2.351, 1.719, 0.893]], "mulliken_charge": [-0.48, -0.66, -0.45, -0.26, -0.04, -0.05, 0.20, 0.31, 0.26, 0.29, 0.24, 0.23, 0.25, 0.17]}

***

# 9
{"formula": "C3H8InO3", "method": "wB97M-V/def2-TZVPD", "e_lumo_ha": [-0.2429, -0.2429], "multiplicity": 1, "gap_ev": [5.9569, 5.9542], "homo_ha": [-0.462, -0.462], "de_lowest_kcal_mol": 65.29, "total_charge": 1, "elements": ["C", "O", "H", "H", "H", "C", "O", "C", "O", "In", "H", "H", "H", "H", "H"], "xyz": [[-2.827, 0.195, -0.395], [-1.463, 0.073, -0.060], [-3.434, -0.288, 0.386], [-3.106, 1.258, -0.432], [-3.057, -0.280, -1.362], [0.882, -1.135, 0.363], [1.910, -0.481, -0.399], [2.455, 0.738, 0.130], [1.712, 1.793, -0.307], [0.076, 0.943, -0.706], [-0.956, -1.046, 0.482], [0.734, -2.107, -0.135], [1.101, -1.111, 1.446], [3.495, 0.757, -0.252], [2.477, 0.691, 1.243]], "mulliken_charge": [-0.53, -0.40, 0.25, 0.25, 0.31, -1.06, -0.42, -0.05, -0.42, 1.22, 0.48, 0.43, 0.39, 0.26, 0.30]}

***

# 10
{"formula": "C3H8IrO2", "method": "wB97M-V/def2-TZVPD", "e_lumo_ha": [0.0256, -0.0420], "multiplicity": 6, "gap_ev": [6.9279, 8.5084], "homo_ha": [-0.229, -0.355], "de_lowest_kcal_mol": 29.09, "s2": 8.7611, "elements": ["C", "C", "O", "C", "Ir", "H", "H", "H", "H", "H", "H", "H", "O", "H"], "xyz": [[0.397, -0.676, -1.491], [-0.253, 0.441, -0.721], [0.453, 0.590, 0.540], [-0.206, 1.370, 1.506], [1.492, -1.214, 0.487], [-0.483, -2.432, -0.237], [0.856, -0.237, -2.391], [-1.311, 0.234, -0.483], [-0.210, 1.431, -1.211], [0.466, 1.457, 2.369], [-0.450, 2.360, 1.089], [-1.143, 0.895, 1.843], [0.204, -2.554, 0.622], [0.189, -1.664, -1.922]], "lowdin_spin": [0.34, 0.06, 0.30, 0.03, 3.56, 0.04, 0.02, 0.01, 0.00, 0.01, 0.00, 0.00, 0.60, 0.02]}

***

# 11
{"formula": "C3H8N", "method": "wB97M-V/def2-TZVPD", "e_lumo_ha": [0.0441, 0.0416], "multiplicity": 2, "gap_ev": [7.0774, 11.1203], "homo_ha": [-0.216, -0.367], "de_lowest_kcal_mol": 3.40, "s2": 0.7535, "elements": ["C", "C", "C", "N", "H", "H", "H", "H", "H", "H", "H", "H"], "xyz": [[0.432, -1.581, -0.072], [-0.522, -0.398, -0.190], [-0.026, 2.071, -0.078], [0.215, 0.781, 0.309], [0.115, -2.349, -0.786], [0.267, -2.114, 0.853], [1.503, -1.411, -0.099], [-1.355, -0.566, 0.495], [-0.834, -0.138, -1.197], [0.172, 2.915, 0.553], [-0.514, 2.182, -1.033], [0.547, 0.609, 1.245]], "lowdin_spin": [0.00, 0.02, 0.58, 0.28, 0.00, 0.00, 0.00, 0.01, 0.00, 0.05, 0.05, 0.00]}

***

# 12
{"formula": "C3H8N", "method": "wB97M-V/def2-TZVPD", "smiles": "C/C=C/[NH3+]", "e_lumo_ha": -0.1422, "multiplicity": 1, "gap_ev": 11.1646, "homo_ha": -0.552, "de_lowest_kcal_mol": 5.45, "total_charge": 1, "elements": ["C", "C", "C", "N", "H", "H", "H", "H", "H", "H", "H", "H"], "xyz": [[0.313, -1.861, -0.116], [0.333, -0.392, -0.393], [-0.331, 0.437, 0.393], [-0.303, 1.909, 0.121], [0.542, -2.138, 0.913], [-0.651, -2.279, -0.266], [0.974, -2.401, -0.772], [0.854, -0.147, -1.317], [-0.842, 0.096, 1.272], [-1.001, 2.114, -0.598], [-0.502, 2.442, 0.968], [0.614, 2.220, -0.206]], "mulliken_charge": [-1.21, -0.04, -0.26, -0.28, 0.34, 0.34, 0.34, 0.31, 0.34, 0.38, 0.37, 0.38]}

***

# 13
{"formula": "C3H8N", "method": "wB97M-V/def2-TZVPD", "smiles": "C=C(C)[NH3+]", "e_lumo_ha": -0.1493, "multiplicity": 1, "gap_ev": 10.9569, "homo_ha": -0.552, "de_lowest_kcal_mol": 9.80, "total_charge": 1, "elements": ["C", "C", "C", "N", "H", "H", "H", "H", "H", "H", "H", "H"], "xyz": [[1.192, 0.297, -0.713], [-0.060, -0.218, -0.045], [-0.104, -1.344, 0.656], [-1.137, 0.788, 0.216], [1.797, 0.867, -0.009], [1.756, -0.589, -0.986], [0.981, 0.834, -1.634], [-0.991, -1.900, 0.950], [0.818, -1.906, 0.738], [-1.936, 0.707, -0.427], [-0.795, 1.745, 0.095], [-1.522, 0.718, 1.158]], "mulliken_charge": [-1.25, 0.58, -0.85, -0.32, 0.36, 0.37, 0.41, 0.33, 0.26, 0.37, 0.38, 0.37]}

***

# 14
{"formula": "C3H8N2", "method": "wB97M-V/def2-TZVPD", "smiles": "[H]/N=C/N.C=C", "e_lumo_ha": 0.0317, "multiplicity": 1, "gap_ev": 10.4230, "homo_ha": -0.351, "de_lowest_kcal_mol": 76.06, "elements": ["N", "C", "N", "H", "H", "H", "H", "C", "C", "H", "H", "H", "H"], "xyz": [[2.105, -0.984, -1.730], [1.283, -0.067, -0.981], [0.045, 0.115, -1.207], [2.409, -1.604, -0.989], [2.986, -0.492, -1.869], [1.891, 0.266, -0.125], [-0.436, 0.242, -0.297], [-1.208, 0.310, 1.953], [-2.489, 0.703, 1.760], [-0.435, 1.061, 2.157], [-0.918, -0.730, 2.085], [-2.790, 1.718, 1.625], [-3.275, -0.050, 1.572]], "mulliken_charge": [-0.64, 0.11, -0.59, 0.28, 0.29, 0.25, 0.32, -0.76, -0.29, 0.28, 0.29, 0.26, 0.21]}

***

# 15
{"formula": "C3H8N2", "method": "wB97M-V/def2-TZVPD", "smiles": "C=NN(C)C", "e_lumo_ha": 0.0378, "multiplicity": 1, "gap_ev": 9.0115, "homo_ha": -0.293, "de_lowest_kcal_mol": 64.89, "elements": ["C", "C", "C", "H", "H", "H", "H", "H", "H", "H", "H", "N", "N"], "xyz": [[-0.431, -1.353, -0.287], [-1.378, 0.995, -0.526], [1.696, -0.129, 0.732], [-1.309, -1.526, -0.925], [-0.545, -1.880, 0.677], [0.430, -1.662, -0.822], [-0.938, 1.755, -1.212], [-2.196, 0.476, -0.955], [-1.794, 1.525, 0.319], [1.653, -1.221, 0.792], [2.562, 0.371, 1.067], [-0.351, 0.093, -0.121], [0.752, 0.633, 0.341]], "mulliken_charge": [-1.04, -0.70, -0.43, 0.30, 0.31, 0.40, 0.26, 0.26, 0.28, 0.29, 0.27, 0.55, -0.75]}

***

# 16
{"formula": "C3H8N2", "method": "wB97M-V/def2-TZVPD", "smiles": "CC/N=C\\N", "e_lumo_ha": 0.0349, "multiplicity": 1, "gap_ev": 8.9467, "homo_ha": -0.294, "de_lowest_kcal_mol": 63.00, "elements": ["C", "C", "N", "C", "N", "H", "H", "H", "H", "H", "H", "H", "H"], "xyz": [[0.419, -0.981, -1.303], [0.148, 0.526, -1.004], [-0.868, 0.249, 1.679], [0.395, 0.510, 1.295], [0.768, 1.110, 0.185], [1.379, -1.186, -1.874], [0.719, -1.448, -0.335], [-0.395, -1.422, -1.872], [0.103, 1.181, -1.877], [-0.903, 0.668, -0.695], [-1.225, 0.194, 2.626], [-1.592, 0.117, 0.992], [1.053, 0.480, 2.182]], "mulliken_charge": [-0.85, -0.46, -0.34, 0.05, -0.51, 0.28, 0.27, 0.28, 0.38, 0.22, 0.21, 0.16, 0.31]}

***

# 17
{"formula": "C3H8N2", "method": "wB97M-V/def2-TZVPD", "smiles": "[H]/N=C/N.C=C", "e_lumo_ha": 0.0358, "multiplicity": 1, "gap_ev": 10.3682, "homo_ha": -0.345, "de_lowest_kcal_mol": 50.87, "elements": ["C", "C", "H", "H", "H", "H", "N", "C", "N", "H", "H", "H", "H"], "xyz": [[-2.085, 1.284, -1.756], [-1.123, 0.402, -1.514], [-2.207, 2.226, -1.238], [-2.767, 1.109, -2.575], [-0.406, 0.531, -0.715], [-1.189, -0.536, -2.057], [1.245, -1.279, 0.502], [1.263, -0.620, 1.713], [2.053, 0.345, 1.923], [2.111, -1.156, 0.012], [0.581, -2.019, 0.410], [0.631, -1.067, 2.477], [1.894, 0.781, 2.818]], "mulliken_charge": [-0.52, -0.38, 0.25, 0.22, 0.21, 0.19, -0.44, 0.13, -0.68, 0.24, 0.21, 0.31, 0.24]}

***

# 18
{"formula": "C3H8N2", "method": "wB97M-V/def2-TZVPD", "smiles": "[H]/N=C/N.C=C", "e_lumo_ha": 0.0365, "multiplicity": 1, "gap_ev": 9.9723, "homo_ha": -0.330, "de_lowest_kcal_mol": 66.60, "elements": ["C", "C", "H", "H", "H", "H", "N", "C", "N", "H", "H", "H", "H"], "xyz": [[1.656, -0.952, 1.757], [2.486, -0.318, 2.517], [1.515, -2.041, 1.798], [1.080, -0.316, 1.055], [3.198, -0.786, 3.170], [2.584, 0.778, 2.418], [-1.030, 0.987, -2.367], [-1.821, 0.373, -1.430], [-2.711, -0.473, -1.746], [-1.015, 0.463, -3.255], [-0.784, 1.960, -2.468], [-1.694, 0.676, -0.364], [-3.466, -0.350, -1.085]], "mulliken_charge": [-0.33, -0.49, 0.24, 0.13, 0.26, 0.20, -0.48, 0.13, -0.66, 0.26, 0.21, 0.30, 0.24]}

***

# 19
{"formula": "C3H8N2", "method": "wB97M-V/def2-TZVPD", "smiles": "[H]/N=C(/N)CC", "e_lumo_ha": 0.0315, "multiplicity": 1, "gap_ev": 9.9510, "homo_ha": -0.334, "de_lowest_kcal_mol": 73.00, "elements": ["C", "C", "C", "H", "H", "H", "H", "H", "H", "H", "H", "N", "N"], "xyz": [[-1.381, -0.203, -0.387], [-0.519, 0.284, 0.681], [0.903, 0.107, 0.133], [-1.273, -1.196, -0.668], [-1.030, 0.585, -1.226], [-2.445, -0.147, -0.320], [-0.675, -0.109, 1.727], [-0.434, 1.539, 0.837], [0.605, -1.861, 0.176], [2.121, -1.167, -0.788], [1.129, 2.177, -0.053], [1.533, -1.195, 0.148], [1.467, 1.186, -0.259]], "mulliken_charge": [-0.92, -0.50, 0.55, 0.30, 0.25, 0.32, 0.23, 0.18, 0.33, 0.33, 0.27, -0.57, -0.78]}

***

# 20
{"formula": "C3H8N2", "method": "wB97M-V/def2-TZVPD", "smiles": "[H]/N=C\\C(C)=N/[H].[H][H]", "e_lumo_ha": 0.0147, "multiplicity": 1, "gap_ev": 9.9383, "homo_ha": -0.351, "de_lowest_kcal_mol": 77.30, "elements": ["C", "C", "N", "H", "H", "H", "H", "H", "C", "N", "H", "H", "H"], "xyz": [[1.269, 0.136, 0.716], [-0.198, 0.267, 0.394], [-0.957, 0.985, 1.158], [-1.979, 0.871, 1.107], [-0.199, 1.625, -1.257], [1.862, 0.169, -0.218], [1.598, 0.956, 1.382], [1.460, -0.822, 1.236], [-0.857, -0.789, -0.485], [-0.251, -1.830, -0.935], [0.767, -1.925, -0.828], [-1.941, -0.757, -0.570], [-0.575, 1.115, -1.700]], "mulliken_charge": [-1.22, 0.66, -0.68, 0.21, 0.05, 0.32, 0.32, 0.34, 0.00, -0.69, 0.26, 0.38, 0.05]}